No. 1
Formula: C42H52O22
Source: the OMol25 dataset
Level of theory: ωB97M-V with the def2-TZVPD basis set

Values from the calculation:
spin multiplicity: 1
E_HOMO: -0.3393 Eh
orbital gap: 6.4 eV
LUMO energy: -0.1045 Ha
energy above the lowest of the compared OMol25 structures with the same formula, charge and spin: 0.0000 eV

The geometry in XYZ format:
```
116
Properties=species:S:1:pos:R:3:forces:R:3:mulliken_charge:R:1
O -0.5470 -1.5768 -6.2934 -0.7 -1.3 3.1 -0.692
C -0.6860 -2.1418 -5.1514 -0.2 6.0 -3.6 0.682
C -0.3960 -3.4468 -4.9424 -1.3 -0.4 11.0 -1.226
C -0.5720 -3.9938 -3.5714 0.7 -0.6 -4.6 0.543
O -0.5330 -5.3578 -3.3734 -5.0 6.7 8.2 -0.364
C -0.8750 -3.1758 -2.3604 -1.8 -0.2 0.9 0.649
O -0.9350 -3.7988 -1.2724 0.3 2.1 -2.2 -0.593
C -1.3560 -1.7728 -2.6464 2.2 -1.1 -5.3 -0.318
C -1.2300 -1.1968 -4.0424 0.0 -4.3 6.0 0.027
O -1.5940 0.0232 -4.2614 -0.2 0.4 -0.3 -0.324
H -0.2780 -4.0728 -5.6424 1.1 -4.4 -5.5 0.691
H -0.1050 -5.6758 -4.0114 5.3 -4.6 -8.5 0.272
H -1.7450 -1.3618 -1.7824 -0.8 1.7 1.2 0.332
H -1.6170 0.2122 -5.2094 0.3 -0.1 -0.5 0.315
O 1.0460 4.0022 -5.0264 -2.2 0.5 1.1 -0.643
C 0.3360 3.5552 -4.0854 6.7 -2.1 -2.8 0.797
C 0.9630 2.4392 -3.3914 -10.0 0.4 6.6 -1.195
C 0.1890 1.9062 -2.2174 5.1 -1.9 -2.0 0.167
O 0.7550 0.9402 -1.3704 -3.7 2.5 -0.8 1.048
C -1.1710 2.1952 -1.8024 -1.7 2.1 1.6 0.784
O -1.7710 1.6772 -0.8294 1.5 0.6 -2.7 -0.878
C -1.6680 3.3952 -2.5014 3.1 1.7 -5.1 -1.088
C -0.9040 4.0172 -3.7104 -8.1 0.5 4.1 -0.055
O -1.5610 4.9862 -4.4894 0.8 -1.5 1.8 -0.570
H 1.8370 2.0632 -3.5244 5.6 -1.9 -1.3 1.243
H 1.5670 0.7822 -1.7674 3.5 -1.1 -0.8 -0.495
H -2.6320 3.7392 -2.2504 -0.9 0.5 0.1 0.471
H -1.0210 5.4012 -5.1854 0.5 -0.6 0.4 0.353
O -4.9760 1.8732 -1.9534 1.3 0.7 -1.6 -0.497
C -5.8470 1.4452 -1.2674 -1.3 -1.2 2.8 0.602
C -7.2860 1.5802 -1.5054 -2.0 -5.0 8.1 -1.159
C -8.3240 1.0182 -0.4554 2.3 4.5 -6.2 0.658
O -9.6460 1.3682 -0.6404 2.3 -5.0 8.0 -0.376
C -7.9460 0.2732 0.7326 2.1 -0.4 0.2 0.011
O -8.8100 -0.1748 1.4416 0.0 -0.3 0.5 -0.511
C -6.4580 0.0702 0.9066 1.4 5.2 -6.0 -1.028
C -5.4180 0.7102 0.0426 -3.1 -3.3 2.4 0.638
O -4.0890 0.4092 0.2386 -4.6 -0.5 3.3 0.221
H -7.5330 2.1382 -2.2774 -1.7 2.5 -3.6 0.537
H -9.6200 1.7492 -1.3994 -0.5 4.2 -7.9 0.268
H -6.1950 -0.5868 1.5906 1.4 -2.8 3.4 0.860
H -3.6100 0.5872 -0.5024 2.4 1.5 -3.6 -0.026
O 7.1330 -1.7128 0.8286 -2.4 -0.3 4.0 -0.772
C 6.5000 -1.8058 1.9686 1.7 -0.1 -2.3 0.831
C 5.2400 -1.2308 2.2636 1.0 -2.3 9.7 -1.630
C 4.6380 -1.1958 3.6426 -1.9 2.0 -5.7 0.445
O 3.3930 -0.5028 3.8776 6.8 -2.7 4.4 -0.400
C 5.2680 -1.9628 4.7306 -2.1 1.1 3.4 0.397
O 4.6980 -1.9558 5.8646 1.8 -0.3 -3.1 -0.560
C 6.4990 -2.6238 4.4606 2.9 -0.2 -5.8 -0.965
C 7.1120 -2.5848 3.0846 1.7 -1.0 2.3 0.184
O 8.3430 -3.1668 2.6116 -1.8 1.8 0.2 -0.609
H 4.8190 -0.9068 1.4906 -4.1 3.3 -5.9 1.874
H 2.9120 -0.5178 3.1266 -2.8 0.2 -4.9 0.344
H 6.9330 -3.0948 5.2936 0.8 -0.7 0.6 0.484
H 8.6180 -2.7608 1.6596 -1.9 -0.8 2.9 0.424
C -0.5790 -1.0748 1.1706 -0.4 0.3 -0.7 0.949
C 0.5390 -0.2508 1.5606 5.9 -1.4 1.3 0.028
C 0.3050 1.0792 2.1946 0.9 1.6 -0.8 -0.190
O 1.7470 -0.7458 1.5646 -4.0 1.7 -0.1 -0.743
H -1.0880 -0.4828 0.4006 -1.0 -0.1 0.7 -0.511
H -1.0240 -1.3438 2.1296 -1.0 0.3 -0.4 -0.081
H -0.2910 -1.9828 0.7146 0.7 -1.0 -0.5 0.147
H -0.2280 1.7862 1.3996 1.1 -1.3 1.8 -0.059
H 1.3930 1.4702 2.4836 -2.6 -0.4 -0.4 0.001
H -0.3820 0.9392 3.0806 0.7 0.4 -0.8 0.221
C 6.1960 1.9942 2.0186 2.0 -0.1 0.7 -1.117
C 4.7630 2.2672 1.8506 -3.8 -2.2 1.1 0.754
C 4.1530 2.0312 0.4236 -1.8 2.5 0.2 -0.282
O 3.9230 2.2512 2.7986 3.0 0.9 -2.6 -0.558
H 6.8690 2.8332 1.7876 -0.4 -0.1 -0.5 0.410
H 6.4900 1.1182 1.3926 -0.2 0.8 0.3 0.113
H 6.4880 1.7742 3.0566 -0.6 -0.1 -0.2 0.334
H 3.9580 2.9962 -0.1994 1.6 -1.5 0.6 0.503
H 3.0830 1.9622 0.6936 0.3 -1.0 -0.2 -0.228
H 4.4990 1.1672 -0.1714 0.1 0.7 0.4 0.188
C -3.4320 -5.4638 1.1336 0.7 2.6 4.1 -1.489
C -3.8600 -4.0438 1.4276 -2.9 0.4 2.5 0.788
C -4.0700 -2.9688 0.3516 1.5 -0.4 -2.2 0.329
O -4.3310 -3.8108 2.5716 1.6 -0.1 -2.7 -0.591
H -3.5860 -5.6478 0.1946 -1.2 -1.4 -5.5 0.487
H -3.9060 -6.1378 1.8156 -0.1 -0.3 0.3 0.368
H -2.3790 -5.4558 1.2186 1.4 -0.4 0.5 0.327
H -4.5430 -3.3038 -0.6334 0.4 -0.2 1.5 0.442
H -3.1510 -2.4438 -0.0524 -0.5 -0.9 0.8 -0.299
H -4.6540 -2.1838 0.7446 -0.8 0.7 0.6 -0.397
C -3.6200 -0.2428 3.6276 -1.7 1.4 -3.2 -0.301
C -2.5550 -0.3418 4.6166 0.4 2.5 2.6 0.749
C -1.9020 -1.6618 4.8686 -0.6 1.2 -5.4 -1.321
O -2.2030 0.6692 5.2856 -0.7 -2.7 -1.9 -0.635
H -4.3540 0.6322 3.8026 1.5 -1.2 -0.2 0.348
H -4.2480 -1.1428 3.5056 0.5 0.1 0.2 0.266
H -3.1430 -0.0848 2.5416 -0.9 -0.2 2.3 -0.134
H -2.4500 -2.5648 4.8566 -0.5 -0.8 -0.7 0.411
H -1.4290 -1.5388 5.6786 2.8 0.6 7.2 0.656
H -0.9270 -1.5688 4.3276 -0.9 -0.9 -0.9 0.114
C -0.2110 6.4382 -0.8234 -0.4 1.4 5.0 -0.827
C 0.4910 5.3182 -0.0184 -0.5 -0.6 0.4 0.672
C 1.9220 4.9332 -0.3334 0.2 -2.3 1.9 -0.676
O -0.1750 4.6282 0.7186 -0.1 0.2 0.1 -0.494
H -1.0340 6.9172 -0.0424 1.8 -1.5 -2.5 0.280
H -0.5630 5.9442 -1.6524 -1.5 -0.8 -2.0 -0.007
H 0.4220 7.2462 -1.1114 0.7 0.5 -0.3 0.397
H 2.4100 4.0832 0.3876 -1.8 2.3 -1.4 -0.017
H 2.5310 5.8122 -0.2294 0.6 0.2 -0.9 0.475
H 1.7820 4.4052 -1.2874 0.9 0.7 -0.3 0.175
C 2.6200 -1.8628 -1.4344 -0.5 6.2 3.0 -0.934
C 3.5410 -1.0028 -2.2304 -0.4 0.9 -0.7 0.928
C 4.7550 -1.7008 -2.7944 -2.2 -1.1 2.3 -1.721
O 3.3480 0.2232 -2.3694 0.1 -2.5 0.2 -0.647
H 3.0300 -2.2028 -0.4064 -0.9 1.9 -0.9 0.240
H 2.3640 -2.7388 -1.6324 -0.4 -8.4 -3.7 1.087
H 1.5130 -1.5878 -1.5884 1.5 1.2 1.6 -0.484
H 4.7070 -2.1278 -3.7484 -0.6 -0.8 -1.2 0.354
H 5.1400 -2.3508 -2.0224 -0.4 -1.2 0.0 0.431
H 5.4960 -1.0568 -2.7624 3.6 3.8 -0.6 0.587
```
Positions in Å, forces in eV/Å.

=====

No. 2
Formula: C30H29N7O6STc
Source: the OMol25 dataset
Level of theory: ωB97M-V with the def2-TZVPD basis set

Values from the calculation:
spin multiplicity: 4
E_HOMO (spin up / spin down): -0.2919 / -0.3039 Eh
orbital gap (spin up / spin down): 7.2 / 6.8 eV
LUMO energy (spin up / spin down): -0.0261 / -0.0532 Ha
energy above the lowest of the compared OMol25 structures with the same formula, charge and spin: 0.0000 eV

The geometry in XYZ format:
```
74
Properties=species:S:1:pos:R:3:forces:R:3:mulliken_charge:R:1
Tc 0.2564 -0.5424 0.2825 0.0 -0.3 0.4 -0.759
N -2.3285 0.0777 3.7498 0.0 0.0 0.0 -0.448
C -1.7431 -0.0958 2.5401 -0.2 0.1 0.3 0.659
S -0.4017 -1.2096 2.4902 -0.1 0.0 -0.1 -0.481
N -2.2660 0.5530 1.5415 0.3 -0.3 -0.3 -1.237
N -1.6214 0.2973 0.3237 0.0 0.2 0.3 1.677
C -2.2165 0.8132 -0.6947 -0.1 0.0 -0.2 -1.212
C -1.7993 0.7744 -2.0681 -0.3 0.0 0.2 0.603
C -2.7102 1.2518 -3.0247 0.0 0.0 -0.1 -0.979
C -2.4014 1.2528 -4.3645 0.1 0.0 0.1 -0.912
C -1.1474 0.7755 -4.7618 0.0 0.0 -0.1 -0.431
C -0.2305 0.3168 -3.8422 -0.1 0.0 0.0 -0.690
C -0.5405 0.3083 -2.4756 0.4 -0.2 0.0 1.241
O 0.3787 -0.1205 -1.6310 -0.1 0.3 -0.1 -0.314
H -1.9706 -0.3896 4.5599 0.0 0.0 0.0 0.209
H -3.1603 0.6364 3.8160 0.0 0.0 0.0 0.215
H -3.1544 1.3151 -0.4659 0.0 0.0 0.0 0.494
H -3.6755 1.6089 -2.6851 0.0 0.0 0.0 0.442
H -3.1111 1.6145 -5.0947 0.0 0.0 0.0 0.409
H -0.8873 0.7669 -5.8132 0.0 0.0 0.0 0.426
H 0.7397 -0.0554 -4.1423 0.0 0.0 0.0 0.485
O 2.3173 -0.7933 0.2524 0.2 0.0 0.0 -0.368
C 3.2841 -0.0824 0.6136 -0.3 -0.2 -0.2 -0.588
C 3.2345 1.1185 1.3361 0.2 0.2 0.1 0.644
C 4.4628 1.7216 1.7037 -0.2 -0.2 -0.1 -0.487
C 4.4476 2.8432 2.4613 0.1 0.3 0.2 -0.519
C 3.2327 3.4245 2.9078 0.1 0.0 0.0 -0.426
C 2.0427 2.8773 2.5589 0.0 -0.1 -0.1 -0.694
C 1.9832 1.7072 1.7246 0.1 0.2 0.0 0.307
O 0.8669 1.2614 1.3514 -0.2 -0.1 -0.1 0.110
N 5.7145 3.4820 2.8340 -0.2 -0.1 0.0 1.030
O 5.6552 4.4737 3.5354 0.1 0.0 0.0 -0.634
O 6.7439 2.9872 2.4183 0.1 0.0 0.0 -0.631
H 4.2721 -0.4597 0.3289 0.0 0.0 0.1 0.371
H 5.4050 1.2954 1.3845 0.0 0.0 0.0 0.534
H 3.2802 4.3090 3.5267 0.0 0.0 0.0 0.530
H 1.1042 3.3097 2.8781 0.0 0.0 0.0 0.521
N 1.6421 7.7228 -0.6370 0.0 0.0 0.0 -0.293
C 0.6467 7.1057 0.0470 0.0 -0.1 0.0 0.237
O -0.0677 7.6991 0.8289 0.0 0.0 0.0 -0.633
C 0.4481 5.6308 -0.2151 0.1 0.1 0.0 0.942
C -0.6104 5.0062 0.4263 0.0 0.0 0.0 -0.866
C -0.8245 3.6559 0.2010 0.1 0.0 0.1 -0.175
N -0.0682 2.9202 -0.6102 0.0 0.1 -0.2 0.295
C 0.9471 3.5219 -1.2187 0.0 0.0 0.0 -0.728
C 1.2488 4.8662 -1.0523 0.0 -0.1 0.0 -0.813
H 1.7827 8.7038 -0.4705 0.0 0.0 0.0 0.239
H 2.2359 7.2476 -1.2878 0.0 0.0 0.0 0.144
H -1.2419 5.5798 1.0901 0.0 0.0 0.0 0.508
H -1.6248 3.1318 0.7155 0.0 0.0 0.0 0.415
H 1.5560 2.8994 -1.8668 0.0 0.0 0.0 0.477
H 2.1043 5.2706 -1.5768 0.0 0.0 0.0 0.225
C -4.7861 -2.5809 -1.0692 0.0 0.0 0.0 -0.907
N -3.4665 -3.1541 -1.2218 0.0 -0.1 0.0 -0.023
C -2.9215 -2.8571 -2.5345 0.0 0.1 0.0 -0.822
C -2.6076 -2.7325 -0.1178 0.0 0.0 0.1 -0.171
C -1.2161 -3.3120 -0.2125 0.0 -0.2 0.0 0.364
C -1.1820 -4.6986 -0.3788 -0.1 0.0 0.0 -0.743
C 0.0009 -5.4015 -0.4904 0.0 0.0 0.0 -0.619
C 1.1936 -4.7021 -0.4293 0.1 0.0 0.0 -0.792
C 1.1824 -3.3282 -0.2448 -0.1 -0.1 -0.1 0.276
C -0.0116 -2.5960 -0.1331 0.1 0.1 0.0 0.320
H -5.4413 -2.9271 -1.8695 0.0 0.0 0.0 0.346
H -4.7723 -1.4759 -1.0968 0.0 0.0 0.0 0.244
H -5.2220 -2.8859 -0.1162 0.0 0.0 0.0 0.309
H -3.5713 -3.2900 -3.2966 0.0 0.0 0.0 0.403
H -1.9305 -3.2949 -2.6450 0.0 0.0 0.0 0.248
H -2.8420 -1.7757 -2.7355 0.0 0.0 0.0 0.237
H -3.0674 -3.1123 0.8015 0.0 0.1 0.0 0.521
H -2.5858 -1.6467 -0.0206 0.0 0.0 -0.1 -0.113
H -2.1315 -5.2181 -0.4347 0.0 0.0 0.0 0.424
H -0.0097 -6.4761 -0.6203 0.0 0.0 0.0 0.403
H 2.1421 -5.2180 -0.5164 0.0 0.0 0.0 0.435
H 2.1352 -2.8295 -0.2009 0.0 0.0 0.0 0.587
```
Positions in Å, forces in eV/Å.